Entry 1:
The following is a DFT calculation (wB97M-V/def2-TZVPD) of an isolated molecule of C16H16BrNO5S.

Structure (XYZ):
```
40
Properties=species:S:1:pos:R:3:mulliken_charge:R:1
C 2.6000 3.1485 0.5242 -0.495
S -2.1194 -2.0037 0.0786 1.217
C -1.9625 -3.0875 1.5381 -0.490
C 2.7772 1.8296 -0.2311 0.637
C 2.1380 -1.0839 -1.3289 0.477
C -1.2119 2.6363 -1.2467 -0.597
C -2.2865 2.4336 -0.3999 -0.063
H -1.3698 -5.1220 1.9297 0.391
N 2.0643 0.8164 0.3036 -0.214
H -2.9707 -3.1990 1.9287 0.458
C 0.1677 -2.5010 -1.4504 -0.531
C -1.3647 -4.4065 1.1101 -1.146
O -2.6280 -0.7303 0.5245 -0.546
H 1.9463 -2.7526 -2.6228 0.437
H 1.5544 1.0632 1.1453 0.373
H -1.3429 2.5702 -2.3155 0.452
O 1.4184 3.1990 1.2874 -0.535
H -1.9505 -4.8108 0.2879 0.319
O 3.3600 -0.8382 -1.8104 -0.660
H -1.3479 -2.5490 2.2540 0.369
H 2.6622 3.9683 -0.2018 0.382
C -2.1312 2.5265 0.9740 -0.346
H -0.7352 2.8759 2.5618 0.441
H -0.2784 -0.0827 0.8428 0.279
C -0.8851 2.8056 1.4957 -0.435
C 1.5127 -0.3264 -0.3223 0.098
C 0.2104 2.9961 0.6532 0.289
H 3.4161 3.2694 1.2434 0.352
H -0.3388 -4.2710 0.7735 0.281
H 0.8636 3.0672 -1.4029 0.428
C 0.2338 -0.6717 0.0959 0.085
H -2.9735 2.3637 1.6267 0.446
O 3.4978 1.7424 -1.2097 -0.743
H 3.6352 0.0915 -1.6176 0.355
C 0.0387 2.9185 -0.7235 -0.207
C -0.4352 -1.7324 -0.4710 -0.445
C 1.4453 -2.1803 -1.8585 -0.785
O -2.8422 -2.7076 -0.9425 -0.710
H -0.3779 -3.3162 -1.8965 0.537
Br -3.9900 2.0509 -1.1273 -0.158
```

## Properties
orbital gap	9.139	eV
spin multiplicity	1
lowest unoccupied orbital energy	0.430	eV

Entry 2:
The following is a DFT calculation (wB97M-V/def2-TZVPD) of C16H16ClN4O2ReS2Se as an isolated structure in a non-equilibrium geometry.

Structure (XYZ):
```
43
Properties=species:S:1:pos:R:3:mulliken_charge:R:1
H 2.7373 -0.2332 0.4138 0.320
H 0.8738 3.0150 0.4637 0.428
H -2.9813 -6.3989 -1.5356 0.270
H -3.0788 -5.0490 3.5957 0.400
C 1.6753 3.7570 2.3049 -0.741
S -1.1971 -2.0287 0.5687 0.073
C -3.8183 1.9494 0.8796 0.100
C -2.0929 -3.4443 0.9625 0.034
H -0.9377 -1.0662 -2.6976 0.404
C 0.0250 -1.5220 -2.5277 0.006
C 2.0879 0.6105 0.2352 -1.173
H -4.0611 -6.5359 1.8255 0.311
H 2.3821 1.0845 -0.7012 0.396
H -4.4725 -5.4493 -1.5034 0.273
H 3.8920 2.1291 4.2803 0.388
H 3.6650 0.4565 2.4847 0.320
H 2.8962 -3.4215 -2.8577 0.419
C 1.5440 2.8177 1.2921 0.018
Re 0.0503 -0.0315 0.0396 0.880
C -3.4964 -5.6511 1.5671 -0.593
Cl 2.6855 4.6876 4.6512 -0.249
C 2.0735 -2.7734 -2.6124 -0.250
N -2.5780 -4.1798 -0.0589 -0.499
S 0.7162 -2.6073 -3.6429 -0.176
C -2.9545 -4.8305 2.5388 -0.166
H 0.7810 0.5352 2.5833 0.229
H -4.3565 -6.9447 -0.5657 0.331
C 3.2345 2.3215 3.4423 -0.664
N -4.8266 2.4707 1.1126 -0.661
O 0.0734 1.1065 -1.2662 -0.676
C -3.2730 -5.2698 0.2522 0.857
H 2.6045 -1.9698 -0.6985 0.352
C -3.8044 -6.0666 -0.9025 -1.138
N -2.2583 -3.7346 2.2696 -0.512
C 1.9106 -2.0101 -1.5050 -0.641
C 3.1029 1.3797 2.4247 -0.002
H 1.1148 4.6811 2.2607 0.410
N 0.7333 -1.2799 -1.4523 0.112
O 0.1295 0.0682 2.0425 -0.401
Se -2.1939 1.1314 0.4862 -0.069
C 2.5216 3.5056 3.3762 0.431
H -0.5042 -0.3350 2.6531 0.325
C 2.2567 1.6141 1.3364 -0.474
```

## Properties
orbital gap (alpha / beta)	5.124 / 5.997	eV
energy above the lowest of the compared OMol25 structures with the same formula, charge and spin	2.753	eV
spin multiplicity	4
total charge	-1
lowest unoccupied orbital energy (alpha / beta)	2.147 / 2.134	eV

Entry 3:
The following is a DFT calculation (wB97M-V/def2-TZVPD) of a 2-piece molecular cluster, C16H16F3N2O6S3 overall in a non-equilibrium geometry.

Structure (XYZ):
```
46
Properties=species:S:1:pos:R:3:mulliken_charge:R:1
H -2.9035 -1.8857 -5.0252 0.297
N 1.9782 -0.3432 0.4177 -0.088
H 3.0431 -0.2039 5.6309 0.389
C -3.2507 0.6416 -5.9177 -1.182
H -4.1979 -0.8474 0.4931 0.457
F -0.1824 2.8740 -0.0659 -0.227
H 4.2328 1.9627 6.0727 0.359
H -3.2240 -1.5509 -3.3070 0.002
C 3.8134 0.6480 2.4481 0.462
H -0.4428 -1.6329 -1.4731 0.500
O 4.3798 -1.2116 0.6417 -0.618
S 1.0688 0.6604 -0.6075 -0.024
O -4.4272 2.0678 -4.1934 -0.802
O -4.6694 0.4796 -2.6850 -0.782
H -4.5616 -1.8964 -4.4278 0.191
H 4.8962 2.3994 1.8184 0.474
C -1.0282 -1.4887 -0.5621 -0.306
H -2.5651 -0.0124 -6.4627 0.361
C -2.3664 -1.1115 -0.6099 -0.175
S 3.6985 0.0480 0.7563 1.198
C 0.6104 1.9967 0.5940 0.710
C -1.1932 -1.7188 1.8532 -0.598
O 1.7085 -2.8301 -0.2631 -0.629
C -0.4284 -1.6495 0.6877 -0.027
C -3.5861 -1.3805 -4.3310 -0.726
S 1.3107 -1.9288 0.7837 1.353
F -0.0652 1.5175 1.6762 -0.220
H -2.7679 1.6133 -5.7464 0.292
O 1.5995 -2.2002 2.1719 -0.698
H -3.1500 -1.4801 2.6898 0.372
C -3.1344 -1.0920 0.5548 -0.766
N -4.2600 0.8774 -3.8097 0.880
F 1.7117 2.6547 1.0443 -0.188
C -3.6209 0.0399 -4.6450 0.369
H 2.8122 -1.0350 3.3165 0.544
C 4.5111 1.8430 2.6598 -0.452
C 4.6739 2.3015 3.9738 -0.544
C 4.1289 1.5897 5.0479 -0.355
H -4.1080 0.8331 -6.5884 0.194
H -0.7073 -1.9611 2.8022 0.426
C -2.5559 -1.4332 1.7787 -0.382
H 5.2283 3.2183 4.1481 0.366
O 4.0070 1.1598 -0.0995 -0.619
C 3.4593 0.3810 4.8101 -0.698
H -2.7996 -0.8165 -1.5591 0.381
C 3.3235 -0.0969 3.5082 -0.471
```

## Properties
orbital gap	4.610	eV
energy above the lowest of the compared OMol25 structures with the same formula, charge and spin	0.000	eV
spin multiplicity	1
total charge	-1
lowest unoccupied orbital energy	1.784	eV

Entry 4:
The following is a DFT calculation (wB97M-V/def2-TZVPD) of C16H16F4N3Rh as an isolated structure.

Structure (XYZ):
```
40
Properties=species:S:1:pos:R:3:mulliken_charge:R:1
C 1.3034 3.6288 0.6421 -0.646
H 0.0408 -2.5657 1.8636 0.439
C 1.8606 4.5645 -0.2208 -0.367
C 0.9335 -2.8370 -0.0670 -1.170
C -1.7976 -0.8511 1.1748 -0.159
F -5.4063 -0.6660 0.7805 -0.309
H 1.1949 -1.3047 1.4384 0.262
H 3.2200 -1.9785 -0.5546 0.288
F -3.2475 -1.3584 -0.6296 -0.314
H 1.3919 3.7575 1.7132 0.386
C -4.2010 -0.5692 1.3599 0.164
N -0.1524 1.2492 -1.7669 -0.980
H 0.9675 3.1566 -3.1780 0.423
H 0.1193 -3.2899 -2.5505 0.321
Rh -0.2259 -0.3893 -1.2894 0.970
H 2.3847 5.4235 0.1776 0.375
H 1.3193 -2.2795 -3.3644 0.312
C 1.7382 4.4010 -1.5956 -0.534
H -4.9872 0.1153 3.2393 0.474
C 0.6204 2.5357 0.1366 0.100
C -4.1070 -0.1498 2.6728 -0.500
H 3.0047 -1.3778 -2.2052 0.390
C 2.5650 -1.4017 -1.2110 -0.903
H 0.1646 1.8034 0.7928 0.358
H 1.8397 -3.3715 0.2413 0.343
H 2.1692 5.1316 -2.2678 0.351
F -2.6940 0.3355 4.4951 -0.304
N -0.6957 -1.1986 0.4188 -0.054
C -1.7205 -0.4144 2.5014 0.588
C 1.0697 3.3036 -2.1105 -0.261
H 1.8488 -3.6988 -2.4288 0.413
H 0.1724 -3.5695 -0.3316 0.412
C -3.0844 -0.9186 0.6272 0.373
C 0.4012 -1.9457 1.0383 -0.423
F -0.5112 -0.2659 3.0771 -0.370
C 1.1234 -2.8779 -2.4774 -1.075
C -2.8465 -0.0828 3.2295 0.092
C 0.5088 2.3600 -1.2466 0.088
H 2.5018 -0.3826 -0.8441 0.193
N 1.2133 -2.0216 -1.2805 0.253
```

## Properties
orbital gap (alpha / beta)	7.417 / 7.418	eV
spin multiplicity	1
lowest unoccupied orbital energy (alpha / beta)	-0.305 / -0.304	eV

Entry 5:
The following is a DFT calculation (wB97M-V/def2-TZVPD) of C16H16I2N2O4STi as an isolated structure in a non-equilibrium geometry.

Structure (XYZ):
```
42
Properties=species:S:1:pos:R:3:mulliken_charge:R:1
C -1.8603 0.9216 0.3551 1.505
C 3.2823 -0.5386 -3.0206 -0.546
Ti -0.5626 -0.7238 -1.4474 0.167
C -5.3841 1.1581 1.5716 -0.806
H 1.6262 2.1047 0.3745 0.291
H 2.1492 -3.3924 2.4681 0.429
C 1.7697 -3.5498 -0.3620 -1.000
C 4.6959 1.2103 -2.1289 -0.728
O -0.0392 -1.7404 0.2790 -0.290
H 1.9309 -3.2132 -1.3829 0.241
C -5.2584 2.0959 2.5971 -0.298
N 0.2137 0.8810 -0.3894 0.499
O -1.7519 2.9392 2.4845 -0.656
C 1.2082 -2.9168 2.1942 -1.076
H -3.9373 3.4068 3.6796 0.431
C 2.2906 -0.1931 -2.1173 0.312
H 3.8241 2.3902 -0.5599 0.390
H 2.6688 -4.0143 0.0445 0.476
H 0.9465 -2.1513 2.9215 0.376
C -2.9029 2.3177 2.1672 0.393
H 5.2514 -0.1068 -3.7260 0.387
H -6.1314 2.3860 3.1687 0.370
I -1.2223 0.6510 -3.6991 -0.244
H 3.0949 -1.3446 -3.7169 0.496
H -4.3203 0.0705 0.0608 0.493
I -1.6565 -3.1048 -2.2123 -0.366
C 1.4067 1.3182 -0.3476 -0.118
C 3.6867 1.5625 -1.2467 -0.761
H -1.0700 2.6693 1.8336 0.555
C 2.4792 0.8740 -1.2431 0.591
C 4.4789 0.1638 -3.0169 -0.395
C -4.2622 0.8007 0.8565 -0.491
O -2.0413 -0.0203 -0.5424 -0.625
H 5.6327 1.7495 -2.1346 0.404
H 0.9034 -4.2102 -0.3213 0.313
S 1.4108 -2.1219 0.6272 0.598
H -6.3435 0.7170 1.3409 0.417
H 0.4020 -3.6428 2.0955 0.327
C -4.0402 2.6699 2.8943 -0.682
N -0.6929 1.4462 0.5353 -1.092
O 1.1379 -0.8839 -2.0759 -0.290
C -3.0134 1.3649 1.1414 0.002
```

## Properties
orbital gap	6.799	eV
energy above the lowest of the compared OMol25 structures with the same formula, charge and spin	0.192	eV
spin multiplicity	1
lowest unoccupied orbital energy	-1.260	eV

Entry 6:
The following is a DFT calculation (wB97M-V/def2-TZVPD) of an isolated molecule of C16H16N2O4.

Structure (XYZ):
```
38
Properties=species:S:1:pos:R:3:mulliken_charge:R:1
N -2.4620 1.4546 1.3340 -0.620
H -3.9038 -0.8946 0.2006 0.424
H -3.9589 -2.2950 -0.9133 0.384
C 0.7761 -2.6576 0.9836 -0.980
H 1.6217 -3.0430 1.5298 0.468
C 1.2287 1.3864 0.9182 0.408
C -0.6422 2.1876 -0.6284 -0.370
C -1.1656 1.3212 1.5276 -0.418
C -0.0708 -1.2499 -0.7790 0.140
C -0.1961 1.6807 0.5886 0.954
C 2.3844 -1.3049 -0.3024 0.525
C -0.5184 -2.9934 1.3208 -0.789
C -3.6981 -1.2362 -0.8184 -1.032
C -1.3766 -1.5849 -0.4297 0.406
H -0.8561 0.8976 2.4735 0.482
O 2.4152 -0.2325 -1.1288 -0.298
C -2.0034 2.3362 -0.8332 -0.608
C -2.8698 1.9580 0.1802 -0.447
C 3.5074 1.5188 0.1011 -0.776
H 3.6874 0.9612 1.0232 0.378
C -1.5956 -2.4583 0.6313 -0.422
H 4.4803 -0.0754 -1.0262 0.354
H -4.2937 -0.6564 -1.5218 0.249
C 3.5931 0.5598 -1.1034 -0.496
H 4.2375 2.3240 0.0032 0.384
H -2.5965 -2.7231 0.9328 0.445
O 3.3727 -1.7726 0.1991 -0.643
H -3.9418 2.0501 0.0627 0.442
H 0.0437 2.4405 -1.4257 0.331
O -2.3557 -1.0008 -1.1751 -0.355
H -0.7038 -3.6707 2.1408 0.402
O 1.5218 0.6042 1.8008 -0.652
H 0.0876 -0.5727 -1.6024 0.572
H -2.3838 2.7213 -1.7665 0.401
H 3.5996 1.1074 -2.0490 0.349
H 1.8652 2.6246 -0.5787 0.237
C 1.0000 -1.7703 -0.0671 0.378
N 2.1703 2.0579 0.1971 -0.208
```

## Properties
orbital gap	8.894	eV
energy above the lowest of the compared OMol25 structures with the same formula, charge and spin	1.010	eV
spin multiplicity	1
lowest unoccupied orbital energy	0.353	eV

Calculated total energy in order - -109457.0532 -128573.9927 -72771.3608 -35196.8320 -78178.3038 -28022.2627 eV